*a*
{"formula": "C3H10N3", "method": "ωB97M-V/def2-TZVPD", "charge": 1, "molar_mass_g_mol": 88.13, "homo_energy_ev": -14.5639, "symbols": ["C", "N", "C", "N", "H", "H", "H", "H", "H", "H", "C", "N", "H", "H", "H", "H"], "xyz": [[1.329, -0.085, -0.722], [0.335, 1.889, 0.884], [-0.414, 1.259, -0.028], [-0.149, 0.097, -0.583], [1.537, -0.883, -1.429], [1.847, -0.316, 0.215], [1.787, 0.810, -1.149], [0.084, 2.845, 1.101], [1.332, 1.718, 0.822], [-1.307, 1.815, -0.312], [-0.488, -1.641, 0.072], [-1.846, -1.642, 0.369], [-0.188, -2.144, -0.836], [0.210, -1.603, 0.898], [-1.917, -0.997, 1.152], [-2.153, -1.122, -0.453]], "mulliken_charge": [-1.339, -0.335, 0.064, -0.262, 0.319, 0.484, 0.447, 0.291, 0.271, 0.417, -0.223, -0.526, 0.374, 0.389, 0.302, 0.326]}

=====

*b*
{"formula": "C3H10N3", "method": "ωB97M-V/def2-TZVPD", "charge": 1, "molar_mass_g_mol": 88.13, "homo_energy_ev": -13.1304, "symbols": ["C", "C", "C", "N", "N", "N", "H", "H", "H", "H", "H", "H", "H", "H", "H", "H"], "xyz": [[0.859, -0.034, -1.335], [-0.121, 0.944, -1.545], [-0.262, -1.340, 1.684], [0.048, 1.966, -2.353], [0.320, -0.268, 1.257], [-0.985, -1.374, 2.785], [1.751, 0.175, -1.750], [0.648, -1.033, -1.485], [-0.978, 0.882, -0.865], [-0.719, 2.653, -2.311], [0.853, 2.374, -2.842], [0.197, 0.619, 1.789], [0.478, -0.179, -0.214], [-1.025, -0.530, 3.334], [-1.282, -2.185, 3.195], [-0.267, -2.300, 1.180]], "mulliken_charge": [-0.913, 0.162, 0.268, -0.318, -0.636, -0.322, 0.390, 0.365, 0.353, 0.282, 0.264, 0.174, 0.204, 0.195, 0.213, 0.319]}

=====

*c*
{"formula": "C3H10N3", "method": "ωB97M-V/def2-TZVPD", "charge": 1, "molar_mass_g_mol": 88.13, "homo_energy_ev": -14.9319, "smiles": "CCNC(N)=[NH2+]", "symbols": ["C", "C", "N", "C", "N", "N", "H", "H", "H", "H", "H", "H", "H", "H", "H", "H"], "xyz": [[-1.428, 1.895, 0.348], [-0.963, 0.457, 0.549], [0.382, 0.299, 0.004], [0.908, -0.880, -0.303], [2.085, -0.940, -0.929], [0.284, -2.014, 0.014], [-1.282, 2.188, -0.688], [-0.941, 2.594, 1.033], [-2.486, 2.004, 0.563], [-0.952, 0.209, 1.607], [-1.679, -0.173, 0.023], [0.851, 1.142, -0.293], [2.492, -0.136, -1.381], [2.493, -1.823, -1.192], [0.814, -2.866, 0.102], [-0.578, -1.958, 0.544]], "mulliken_charge": [-1.457, -0.398, -0.155, 0.700, -0.374, -0.366, 0.423, 0.358, 0.383, 0.352, 0.397, 0.255, 0.215, 0.209, 0.240, 0.219]}

=====

*d*
{"formula": "C3H10N3", "method": "ωB97M-V/def2-TZVPD", "charge": 1, "molar_mass_g_mol": 88.13, "homo_energy_ev": [-12.9584, -12.9580], "symbols": ["C", "C", "C", "N", "N", "N", "H", "H", "H", "H", "H", "H", "H", "H", "H", "H"], "xyz": [[1.728, 0.045, -0.571], [-1.450, -1.436, 0.323], [-1.470, 1.348, 0.325], [0.682, 0.258, 0.190], [2.903, -0.072, 0.023], [-0.525, 0.429, -0.303], [1.630, -0.056, -1.589], [-0.988, -2.051, -0.485], [-1.002, -1.895, 1.327], [-2.454, -1.277, 0.282], [-2.392, 1.153, -0.163], [-1.584, 1.190, 1.403], [-1.203, 2.463, 0.125], [3.729, -0.161, -0.568], [2.980, -0.279, 1.052], [-0.584, 0.342, -1.372]], "mulliken_charge": [-0.028, -0.540, -0.795, -0.708, -0.312, 0.201, 0.369, 0.292, 0.286, 0.355, 0.388, 0.304, 0.304, 0.254, 0.279, 0.353]}

=====

Most stable structure, least stable structure: *c*, *d*.